1.
The following is a quantum chemistry calculation of C22H46Cu2O20 as an isolated structure, from OMol25.

Atoms and positions in Å:
Cu  -4.1480  -3.3060  -7.5137
Cu  -2.3008  -0.7584  -6.3494
C  -1.2154  -4.4186  -4.3091
C  -2.2410  -3.2243  -4.3271
O  -2.9567  -2.9585  -5.4595
H  -0.4378  -4.1784  -5.0342
H  -1.6177  -5.2926  -4.8214
H  -0.7921  -4.5680  -3.3159
H  -1.6535  -2.3660  -4.0013
H  -3.0007  -3.4664  -3.5839
C  -5.8617  -1.1281  -9.7071
C  -4.5714  -0.5114  -9.2679
O  -3.8510  -1.0166  -8.2146
H  -6.6201  -1.1085  -8.9245
H  -5.7594  -2.1197  -10.1480
H  -6.2654  -0.5479  -10.5369
H  -4.7235  0.5270  -8.9736
H  -3.8991  -0.5157  -10.1258
C  -6.6203  -8.5667  -0.9112
O  -6.6313  -7.8289  -2.1302
C  -5.5342  -7.7230  -3.0064
O  -4.4203  -8.2190  -2.8170
O  -5.9786  -6.9679  -4.0654
C  -5.1150  -6.0838  -4.7463
H  -6.0509  -9.4892  -0.7976
H  -7.6436  -8.9342  -0.8342
H  -6.4670  -7.9641  -0.0159
H  -5.6592  -5.9261  -5.6775
H  -4.1142  -6.4441  -4.9848
H  -4.9780  -5.1620  -4.1811
C  -9.5212  -4.8065  -6.1406
O  -8.3740  -4.5094  -6.9200
C  -7.3878  -3.5957  -6.5759
O  -6.4004  -3.3654  -7.2543
O  -7.7323  -3.0432  -5.4048
C  -6.9299  -2.0762  -4.7467
H  -10.1324  -3.9089  -6.0465
H  -9.5197  -5.3744  -5.2103
H  -9.9463  -5.3948  -6.9538
H  -5.9270  -2.4851  -4.6233
H  -7.3482  -1.7632  -3.7901
H  -6.7425  -1.1794  -5.3371
C  -2.4396  -3.4120  -11.4606
O  -2.7619  -3.7933  -10.0696
C  -3.1616  -4.9949  -9.6967
O  -3.4915  -5.2182  -8.5287
O  -3.1562  -5.8969  -10.6746
C  -3.0213  -7.2696  -10.3118
H  -1.7039  -4.0287  -11.9767
H  -1.9653  -2.4323  -11.4037
H  -3.2593  -3.4230  -12.1789
H  -2.6844  -7.8030  -11.2007
H  -3.9787  -7.6436  -9.9490
H  -2.2756  -7.4046  -9.5283
C  -2.4828  3.5954  -4.5569
O  -3.4752  2.8482  -3.9720
C  -3.5377  1.5828  -3.9873
O  -2.8349  0.7923  -4.6484
O  -4.4116  1.2522  -3.1366
C  -4.5332  -0.1359  -2.7426
H  -1.4621  3.3843  -4.2379
H  -2.7011  4.6361  -4.3177
H  -2.5183  3.5026  -5.6424
H  -4.2696  -0.4242  -1.7250
H  -4.1890  -0.8392  -3.5009
H  -5.6183  -0.0497  -2.8009
C  -6.8373  -6.7722  -8.8694
O  -6.9486  -8.0022  -8.1708
C  -6.0271  -8.5267  -7.4402
O  -4.8265  -8.2067  -7.4944
O  -6.5058  -9.6684  -6.8756
C  -5.7253  -10.4152  -5.9648
H  -7.6599  -6.7550  -9.5843
H  -5.9489  -6.7602  -9.5008
H  -6.9055  -5.9251  -8.1868
H  -6.2946  -11.3319  -5.8108
H  -5.5925  -9.9719  -4.9780
H  -4.7743  -10.7396  -6.3873
C  -0.2204  -4.4392  -7.9636
O  0.3338  -3.6303  -8.9782
C  0.3375  -2.3478  -8.7182
O  -0.0264  -1.7508  -7.6574
O  0.8083  -1.7561  -9.7942
C  0.9906  -0.3767  -9.9035
H  0.4255  -4.5840  -7.0976
H  -0.3406  -5.4549  -8.3406
H  -1.2481  -4.1186  -7.7926
H  1.1576  -0.1130  -10.9478
H  1.8263  0.0120  -9.3215
H  0.1079  0.1190  -9.4995

Results
- Calculated total energy: -5651.425923 hartree
- Net charge: 0
- HOMO level: -6.74 eV
- 2S+1: 1
- Kohn-Sham gap: 7.3 eV



2.
The following is a quantum chemistry calculation of C22H46F14N3O26S8Zr as an isolated structure, from OMol25.

Atoms and positions in Å:
Zr  -2.8204  3.6752  -20.3546
C  -0.3392  6.5871  -18.1906
F  0.5735  7.5440  -18.1023
F  -0.2322  5.8697  -17.1040
F  -1.5102  7.2003  -18.2944
S  0.0944  5.4806  -19.7914
O  -0.4398  6.2221  -20.8993
O  1.5234  5.3402  -19.7785
N  -0.8895  3.9469  -19.6253
S  0.1303  2.9383  -18.7729
O  0.7987  3.4743  -17.6401
O  -0.7597  1.8285  -18.4860
C  1.4682  2.0743  -19.8762
F  2.0754  1.2410  -19.0712
F  0.8604  1.3790  -20.8256
F  2.2731  2.9027  -20.4709
C  0.0277  5.1933  -24.0866
F  -0.4284  5.3617  -25.3070
F  1.2822  4.8033  -24.1191
F  -0.0024  6.2664  -23.3448
S  -1.0150  3.7648  -23.2930
O  -1.1799  2.8458  -24.3851
O  -0.1667  3.2438  -22.2393
N  -2.4996  4.2761  -22.3895
S  -3.3217  5.4247  -23.3161
O  -4.4540  5.7529  -22.4573
O  -2.5920  6.5949  -23.7017
C  -4.0570  4.4241  -24.8113
F  -3.0882  4.2368  -25.6954
F  -4.4362  3.2470  -24.3342
F  -5.1029  4.9767  -25.3716
N  -7.0467  3.4345  -21.1533
S  -8.3700  3.7865  -20.3872
O  -9.3322  2.7354  -20.2087
O  -8.9593  5.0827  -20.6405
F  -7.6759  4.0016  -18.9414
S  -7.7359  2.8986  -22.6839
O  -9.0067  3.4335  -23.0589
O  -7.2468  1.6169  -23.1830
F  -6.7431  3.9096  -23.4315
C  -7.5459  1.7987  -27.3022
C  -6.9201  3.1234  -27.7425
C  -7.8606  3.8726  -28.6648
S  -9.0123  2.5673  -29.3872
O  -8.6946  2.6185  -30.7982
O  -10.4233  2.6697  -29.0384
C  -8.1713  1.1196  -28.5480
H  -8.2484  2.1141  -26.5299
H  -6.6918  1.2354  -26.9313
H  -5.9104  2.9314  -28.1172
H  -6.6912  3.7994  -26.9159
H  -7.3783  4.4420  -29.4554
H  -8.4727  4.6070  -28.1395
H  -7.2866  0.8005  -29.0971
H  -8.9278  0.3431  -28.4962
C  -2.1770  7.8802  -30.3789
C  -1.1716  6.9402  -29.5779
C  -2.0666  5.9256  -28.9362
S  -3.4909  6.8778  -28.2779
O  -3.3829  7.2158  -26.9018
O  -4.6475  6.1493  -28.7536
C  -3.1120  8.3656  -29.2882
H  -2.8065  7.2271  -30.9891
H  -1.6785  8.5930  -31.0274
H  -0.6261  7.3720  -28.7349
H  -0.4530  6.5618  -30.3030
H  -1.7119  5.3586  -28.0735
H  -2.5419  5.2071  -29.6031
H  -2.5704  9.0224  -28.6057
H  -4.1324  8.7074  -29.4608
C  0.6210  -1.2352  -24.4401
C  -0.3106  -0.1340  -25.0172
O  -0.0848  -0.1744  -26.4401
O  1.0620  -0.9629  -23.1193
H  1.5118  -1.3368  -25.0570
H  0.0433  -2.1528  -24.5676
H  0.0254  0.8160  -24.6005
H  -1.3940  -0.2682  -24.9664
H  0.0303  0.7363  -26.7248
H  1.9756  -0.6834  -23.0725
C  -5.1919  5.9011  -19.4527
C  -4.0009  6.8003  -19.7010
O  -2.8343  6.0616  -20.1451
O  -4.8769  4.5681  -19.8951
H  -6.1500  6.2220  -19.8675
H  -5.4967  5.7185  -18.4156
H  -3.8614  7.5815  -18.9540
H  -4.2758  7.4098  -20.5669
H  -2.1641  6.7558  -20.2542
H  -5.7340  4.1844  -20.1972
C  -2.9135  1.0876  -22.3233
C  -4.3012  1.0673  -21.8053
O  -4.5652  2.3389  -21.1994
O  -2.0343  1.6751  -21.3124
H  -2.8561  1.5813  -23.2976
H  -2.5270  0.0881  -22.5289
H  -4.0420  0.3313  -21.0280
H  -5.0560  0.5969  -22.4275
H  -5.5410  2.5924  -21.1627
H  -1.2885  1.0581  -21.3726
C  3.9723  2.6801  -26.3373
C  4.1057  2.8148  -24.7904
O  2.8630  2.5301  -24.1657
O  4.1952  1.3092  -26.6608
H  4.8347  3.2578  -26.6942
H  3.0384  2.9092  -26.8513
H  4.4814  3.8218  -24.5853
H  4.9837  2.2122  -24.5483
H  2.9758  1.7689  -23.5905
H  3.5279  1.0491  -27.2957
C  0.5453  9.1272  -26.1113
C  -0.7663  9.1572  -25.2978
O  -0.8958  10.5703  -25.0342
O  0.2606  9.8189  -27.3372
H  0.8670  8.0973  -26.2915
H  1.3066  9.6620  -25.5454
H  -0.8717  8.4723  -24.4580
H  -1.6286  8.9104  -25.9293
H  -0.5270  10.9597  -25.8347
H  0.4696  9.2394  -28.0722

Results
- Energy above the lowest of the compared OMol25 structures with the same formula, charge and spin: 2.629 eV
- Calculated total energy: -7616.477466 hartree
- Net charge: +1
- HOMO level: -11.26 eV
- 2S+1: 1
- Kohn-Sham gap: 4.9 eV



3.
The following is a quantum chemistry calculation of C22H46N3O2P3Ru as an isolated structure, from OMol25.

Atoms and positions in Å:
P  -2.4645  0.0169  1.7276
C  -1.8471  -0.7367  3.2806
H  -2.7160  -1.0519  3.8761
H  -1.2422  -0.0086  3.8384
H  -1.2250  -1.6044  3.0213
C  -3.1376  1.6231  2.2969
H  -3.8901  1.9994  1.5886
H  -2.3057  2.3480  2.3506
H  -3.5707  1.4712  3.2996
C  -3.9352  -1.0421  1.4209
H  -4.6488  -0.8933  2.2473
H  -3.5821  -2.0874  1.4075
H  -4.4015  -0.8052  0.4524
P  -0.8103  -2.0260  -2.7999
C  0.2777  -3.3898  -2.2601
H  0.3532  -4.1436  -3.0579
H  -0.1380  -3.8266  -1.3424
H  1.2603  -2.9539  -2.0355
C  -2.4220  -2.8573  -3.0961
H  -3.1114  -2.1965  -3.6425
H  -2.8740  -3.0770  -2.1114
H  -2.2745  -3.8025  -3.6454
C  -0.0549  -1.5234  -4.4008
H  -0.2559  -2.2748  -5.1851
H  1.0342  -1.4476  -4.2276
H  -0.4286  -0.5350  -4.7167
P  1.3993  2.2457  -0.9633
C  3.0879  2.0486  -0.3740
H  3.6105  2.9794  -0.6280
H  3.5549  1.2013  -0.8839
H  3.0963  1.8974  0.7112
C  1.5651  2.8804  -2.6472
H  2.4751  3.4967  -2.6324
H  0.7080  3.4867  -2.9597
H  1.7046  2.0554  -3.3611
C  0.6517  3.4637  0.1479
H  1.1218  4.4402  -0.0740
H  0.8792  3.1893  1.1917
H  -0.4403  3.5570  0.0435
Ru  -1.3230  0.4676  -1.2495
C  -1.0470  -1.0478  -0.2111
O  -0.7278  -2.0720  0.2775
C  0.6512  0.3145  -1.2948
O  1.5778  -0.4612  -1.4142
C  -1.5570  1.5604  -3.1319
C  -1.6751  2.4964  -2.0785
C  -2.6048  2.2981  -1.0475
C  -3.4535  1.1886  -1.0712
C  -3.3211  0.2285  -2.0869
C  -2.4743  0.4918  -3.1841
H  -0.7587  1.6472  -3.8661
H  -1.0335  3.3759  -2.0753
H  -2.6403  2.9938  -0.2063
H  -4.1996  1.0524  -0.2963
H  -3.9009  -0.6836  -2.0417
H  -2.4837  -0.1544  -4.0460
C  4.0110  -1.3522  0.8899
N  2.6960  -1.5110  1.4672
C  2.2076  -2.8493  1.7190
C  2.0005  -0.4501  2.0694
N  0.9222  0.0535  1.5304
N  2.4788  -0.0070  3.3002
C  3.8437  0.4739  3.4644
C  1.5456  0.1720  4.3979
H  4.8038  -1.4952  1.6458
H  4.0950  -0.3451  0.4590
H  4.1671  -2.0798  0.0778
H  2.8565  -3.3789  2.4435
H  1.1951  -2.7655  2.1378
H  2.1467  -3.4569  0.7993
H  0.5360  0.7878  2.1331
H  3.8563  1.0817  4.3806
H  4.5174  -0.3918  3.5670
H  4.1520  1.0899  2.6009
H  0.9315  1.0902  4.3057
H  0.8679  -0.6983  4.4567
H  2.1373  0.2191  5.3214

Results
- <S²>: 6.05
- Energy above the lowest of the compared OMol25 structures with the same formula, charge and spin: 0.000 eV
- Calculated total energy: -2297.926102 hartree
- Net charge: +4
- HOMO level (alpha / beta): -18.93 / -20.05 eV
- 2S+1: 5
- Kohn-Sham gap (alpha / beta): 7.8 / 5.6 eV



In order of appearance, max |F| = 5.2 5.9 5.4 eV Å⁻¹.